Density functional theory data (wB97M-V/def2-TZVPD) for C2H4BrClN3 as an isolated structure.

Output
Expectation value of S²: 2.0088
Orbital gap (alpha / beta) (eV): 7.49 / 6.74
HOMO level (alpha / beta) (eV): -11.78 / -15.17

```
! RIJCOSX wB97M-V def2-TZVPD def2/J DEFGRID3
* xyz 1 3
C 1.47 0.25 -0.24
C -0.65 0.62 -0.80
N 0.71 0.71 -1.08
N 0.33 -0.16 1.16
N -0.78 -0.22 0.44
Cl -1.15 -1.90 -0.29
Br 3.19 -0.18 0.11
H -0.72 1.69 -0.56
H -1.21 0.20 -1.61
H 0.55 -0.83 1.96
H -1.74 -0.19 0.91
*
```

Atomic partial charges in e from the Mulliken method, atoms 1 to 4: number 1, C, carries 0.53; number 2, C, carries -0.29; number 3, N, carries -0.25; number 4, N, carries -0.25

***

Density functional theory data (wB97M-V/def2-TZVPD) for a 2-piece molecular cluster, C2H4BrFO overall.

Output
Orbital gap (eV): 10.21
SMILES string: C=C(F)Br.O
HOMO level (eV): -9.71

```
! RIJCOSX wB97M-V def2-TZVPD def2/J DEFGRID3
* xyz 0 1
C 0.11 1.05 -0.91
C 1.02 0.82 0.04
O -1.54 -1.45 0.99
F 0.83 1.31 1.24
Br 2.37 -0.46 -0.01
H 0.19 0.66 -1.87
H -1.34 -1.62 0.06
H -0.83 1.66 -0.78
H -0.80 -1.98 1.24
*
```

Atomic partial charges in e from the Mulliken method, atoms 1 to 4: number 1, C, carries -0.64; number 2, C, carries 0.39; number 3, O, carries -0.61; number 4, F, carries -0.21

***

Density functional theory data (wB97M-V/def2-TZVPD) for the molecule C2H4BrFO.

Output
Orbital gap (eV): 11.08
SMILES string: C[C@](O)(F)Br
HOMO level (eV): -10.30

```
! RIJCOSX wB97M-V def2-TZVPD def2/J DEFGRID3
* xyz 0 1
C 0.60 -0.79 0.46
C -0.22 0.35 -0.13
O 0.31 0.99 -1.13
F -0.68 1.20 0.82
Br -2.06 -0.31 -0.79
H 0.07 -1.15 1.37
H 0.80 -1.51 -0.25
H 1.61 -0.41 0.83
H -0.44 1.63 -1.17
*
```

Atomic partial charges in e from the Mulliken method, atoms 1 to 4: number 1, C, carries -1.10; number 2, C, carries 0.55; number 3, O, carries -0.40; number 4, F, carries -0.23

***

Density functional theory data (wB97M-V/def2-TZVPD) for a 2-piece molecular cluster, C2H4BrFO overall.

Output
Orbital gap (alpha / beta) (eV): 8.32 / 8.32
HOMO level (alpha / beta) (eV): -8.24 / -8.24

```
! RIJCOSX wB97M-V def2-TZVPD def2/J DEFGRID3
* xyz 0 1
C 0.37 -0.30 -0.34
C 0.10 2.13 0.26
O -0.57 -0.66 0.45
F 1.35 2.73 0.04
Br -0.27 1.72 2.12
H 1.38 -0.21 -0.05
H 0.08 -0.55 -1.36
H -0.63 2.86 -0.03
H -0.52 -0.22 1.37
*
```

Atomic partial charges in e from the Mulliken method, atoms 1 to 4: number 1, C, carries -0.20; number 2, C, carries -0.17; number 3, O, carries -0.34; number 4, F, carries -0.24

***

Density functional theory data (wB97M-V/def2-TZVPD) for the molecule C2H4BrN.

Output
Orbital gap (eV): 10.51
SMILES string: C/N=C/Br
HOMO level (eV): -9.88

```
! RIJCOSX wB97M-V def2-TZVPD def2/J DEFGRID3
* xyz 0 1
C -1.53 -1.28 -0.37
C 0.36 0.16 -0.35
N -0.64 -0.51 -1.06
Br -2.65 -2.51 -1.15
H -1.27 -1.26 0.75
H 0.43 1.28 -0.75
H 1.27 -0.33 -0.33
H 0.17 0.19 0.73
*
```

Atomic partial charges in e from the Mulliken method, atoms 1 to 4: number 1, C, carries 0.00; number 2, C, carries -0.67; number 3, N, carries -0.32; number 4, Br, carries -0.09

***

Density functional theory data (wB97M-V/def2-TZVPD) for a 2-piece molecular cluster, C2H4BrN overall.

Output
Orbital gap (eV): 9.16
HOMO level (eV): -9.16

```
! RIJCOSX wB97M-V def2-TZVPD def2/J DEFGRID3
* xyz 0 1
C 0.29 -0.08 0.07
C -1.09 0.21 0.09
N 1.31 0.44 0.46
Br 2.99 -0.22 0.26
H 0.58 -1.41 -1.04
H -1.36 1.07 0.85
H -1.53 -0.81 0.23
H -1.19 0.80 -0.93
*
```

Atomic partial charges in e from the Mulliken method, atoms 1 to 4: number 1, C, carries 0.19; number 2, C, carries -0.78; number 3, N, carries -0.34; number 4, Br, carries 0.01

***

Density functional theory data (wB97M-V/def2-TZVPD) for a 2-piece molecular cluster, C2H4BrN overall.

Output
Orbital gap (eV): 10.03
HOMO level (eV): -9.34

```
! RIJCOSX wB97M-V def2-TZVPD def2/J DEFGRID3
* xyz 0 1
C 0.34 -0.69 -0.03
C -0.65 1.11 0.18
N 1.16 -0.78 -0.93
Br -0.27 -1.93 1.29
H -1.67 0.83 -0.01
H -0.17 1.71 -0.58
H -0.42 1.37 1.19
H 1.69 -1.63 -1.10
*
```

Atomic partial charges in e from the Mulliken method, atoms 1 to 4: number 1, C, carries 0.23; number 2, C, carries -0.80; number 3, N, carries -0.45; number 4, Br, carries -0.14

***

Density functional theory data (wB97M-V/def2-TZVPD) for a 2-piece molecular cluster, C2H4BrN3O overall.

Output
Orbital gap (alpha / beta) (eV): 9.12 / 6.62
HOMO level (alpha / beta) (eV): -9.53 / -8.16

```
! RIJCOSX wB97M-V def2-TZVPD def2/J DEFGRID3
* xyz 0 1
C 0.81 0.49 -0.79
C 1.16 0.60 0.64
N -0.81 -0.89 1.72
N -1.48 -0.98 0.80
N -1.72 -1.42 -0.28
O -2.51 -1.19 -1.18
Br 0.55 1.94 1.83
H 1.70 0.39 -1.47
H -0.06 1.29 -1.20
H 0.30 -0.46 -1.07
H 2.07 0.23 1.00
*
```

Atomic partial charges in e from the Mulliken method, atoms 1 to 4: number 1, C, carries -0.62; number 2, C, carries -0.52; number 3, N, carries -0.45; number 4, N, carries 0.84

***

Density functional theory data (wB97M-V/def2-TZVPD) for a 2-piece molecular cluster, C2H4BrO2S overall.

Output
Orbital gap (alpha / beta) (eV): 5.30 / 7.12
HOMO level (alpha / beta) (eV): -2.16 / -3.67

```
! RIJCOSX wB97M-V def2-TZVPD def2/J DEFGRID3
* xyz -1 1
C 0.06 -0.15 0.21
C 0.86 0.98 0.57
O -0.21 -1.13 -3.23
O -2.45 -0.85 -2.30
S -1.16 -0.21 -2.60
Br -0.15 2.65 0.68
H -0.42 -0.12 -0.87
H -0.79 -0.30 0.88
H 0.68 -1.05 0.20
H 1.70 1.19 -0.09
*
```

Atomic partial charges in e from the Mulliken method, atoms 1 to 4: number 1, C, carries -0.50; number 2, C, carries -0.39; number 3, O, carries -0.55; number 4, O, carries -0.54

***

Density functional theory data (wB97M-V/def2-TZVPD) for C2H4CaO2 as an isolated structure.

Output
Expectation value of S²: 0.7544
Orbital gap (alpha / beta) (eV): 6.72 / 8.21
HOMO level (alpha / beta) (eV): -11.87 / -13.41

```
! RIJCOSX wB97M-V def2-TZVPD def2/J DEFGRID3
* xyz 1 2
H -0.94 0.49 0.81
C -0.19 0.33 -0.93
C -0.27 -0.94 0.42
O 1.02 -1.11 0.65
O 0.09 1.26 0.10
H -1.22 0.45 -1.27
H -0.87 -1.26 1.29
Ca 2.01 0.65 0.79
H 0.38 0.14 -1.85
*
```

Atomic partial charges in e from the Mulliken method, atoms 1 to 4: number 1, H, carries 0.27; number 2, C, carries -0.22; number 3, C, carries -0.04; number 4, O, carries -0.78

***

Density functional theory data (wB97M-V/def2-TZVPD) for the molecule C2H4Cl2N2.

Output
Orbital gap (eV): 9.40
HOMO level (eV): -9.17

```
! RIJCOSX wB97M-V def2-TZVPD def2/J DEFGRID3
* xyz 0 1
C 0.33 -0.25 0.88
C -1.14 0.10 0.67
H 0.33 0.92 -1.51
H 1.93 -0.03 -1.72
H 0.78 -0.98 1.80
H -1.66 -0.38 1.61
N 1.32 0.53 -1.06
N 1.41 -0.29 0.11
Cl -1.52 1.41 -0.15
Cl -1.79 -1.02 -0.64
*
```

Atomic partial charges in e from the Mulliken method, atoms 1 to 4: number 1, C, carries -0.08; number 2, C, carries 0.03; number 3, H, carries 0.26; number 4, H, carries 0.26

***

Density functional theory data (wB97M-V/def2-TZVPD) for a 2-piece molecular cluster, C2H4Cl2N2 overall.

Output
Orbital gap (eV): 10.04
SMILES string: N=C=NCCl.Cl
HOMO level (eV): -9.34

```
! RIJCOSX wB97M-V def2-TZVPD def2/J DEFGRID3
* xyz 0 1
C 1.75 0.88 -0.45
C 0.53 -0.45 1.42
N 1.07 0.38 0.35
N 2.53 1.64 -0.93
Cl 1.46 -1.91 1.57
Cl -5.13 -0.33 -2.54
H -0.37 -0.92 1.23
H 0.58 0.11 2.28
H 3.44 1.39 -1.22
H -5.86 -0.81 -1.71
*
```

Atomic partial charges in e from the Mulliken method, atoms 1 to 4: number 1, C, carries 0.26; number 2, C, carries -0.13; number 3, N, carries -0.20; number 4, N, carries -0.50

***

Density functional theory data (wB97M-V/def2-TZVPD) for C2H4Cl2O2S as an isolated structure.

Output
Expectation value of S²: 2.0078
Orbital gap (alpha / beta) (eV): 5.55 / 5.26
HOMO level (alpha / beta) (eV): -5.24 / -10.96

```
! RIJCOSX wB97M-V def2-TZVPD def2/J DEFGRID3
* xyz 0 3
C -1.30 0.30 -0.25
C -0.26 -0.45 0.57
O 2.28 -0.67 0.71
O 1.38 -0.11 -1.50
S 1.36 0.04 -0.08
Cl -0.08 -2.20 0.12
Cl 1.48 2.03 0.23
H -1.01 0.12 -1.38
H -2.36 0.06 -0.12
H -1.15 1.42 0.06
H -0.32 -0.55 1.64
*
```

Atomic partial charges in e from the Mulliken method, atoms 1 to 4: number 1, C, carries -0.96; number 2, C, carries -0.13; number 3, O, carries -0.47; number 4, O, carries -0.50

***

Density functional theory data (wB97M-V/def2-TZVPD) for the molecule C2H4Cl2O2Si.

Output
Orbital gap (eV): 10.47
SMILES string: CC(=O)O[SiH](Cl)Cl
HOMO level (eV): -10.09

```
! RIJCOSX wB97M-V def2-TZVPD def2/J DEFGRID3
* xyz 0 1
C -0.17 -0.29 0.67
C -1.13 0.41 1.65
O 0.44 -1.34 0.85
O -0.04 0.30 -0.51
Si 1.14 -0.29 -1.85
Cl 2.27 1.33 -1.72
Cl -0.25 -0.33 -3.27
H -0.92 0.14 2.61
H -2.05 -0.06 1.28
H -1.20 1.51 1.67
H 1.90 -1.37 -1.38
*
```

Atomic partial charges in e from the Mulliken method, atoms 1 to 4: number 1, C, carries 0.80; number 2, C, carries -0.97; number 3, O, carries -0.61; number 4, O, carries -0.35

***

Density functional theory data (wB97M-V/def2-TZVPD) for C2H4Cl2OS as an isolated structure.

Output
Orbital gap (alpha / beta) (eV): 8.74 / 8.74
HOMO level (alpha / beta) (eV): -8.57 / -8.57

```
! RIJCOSX wB97M-V def2-TZVPD def2/J DEFGRID3
* xyz 0 1
C 0.97 0.33 0.64
C -0.48 0.19 0.60
O -0.94 -1.22 -0.61
S -1.19 -0.58 -2.01
Cl -1.08 -0.54 2.09
Cl -1.36 1.54 0.07
H 1.25 0.55 1.55
H 1.19 1.10 0.01
H 1.55 -0.52 0.23
H 0.08 -0.85 -2.58
*
```

Atomic partial charges in e from the Mulliken method, atoms 1 to 4: number 1, C, carries -1.47; number 2, C, carries 0.80; number 3, O, carries -0.40; number 4, S, carries -0.05

***

Density functional theory data (wB97M-V/def2-TZVPD) for a 2-piece molecular cluster, C2H4Cl2OS overall.

Output
Orbital gap (alpha / beta) (eV): 7.46 / 7.46
HOMO level (alpha / beta) (eV): -8.10 / -8.10

```
! RIJCOSX wB97M-V def2-TZVPD def2/J DEFGRID3
* xyz 0 1
C 1.28 -1.12 -0.10
C -0.98 -0.24 -0.02
O 0.14 1.99 0.08
S -1.13 1.36 -0.86
Cl -1.74 -1.41 -0.85
Cl -1.32 -0.06 1.69
H 1.39 -1.93 0.54
H 1.21 -1.31 -1.11
H 1.45 -0.14 0.28
H -0.31 2.86 0.36
*
```

Atomic partial charges in e from the Mulliken method, atoms 1 to 4: number 1, C, carries -0.78; number 2, C, carries 0.10; number 3, O, carries -0.46; number 4, S, carries 0.10

***

Density functional theory data (wB97M-V/def2-TZVPD) for the molecule C2H4Cl2S.

Output
Orbital gap (eV): 9.72
SMILES string: SCC(Cl)Cl
HOMO level (eV): -9.43

```
! RIJCOSX wB97M-V def2-TZVPD def2/J DEFGRID3
* xyz 0 1
C -0.63 -0.51 1.07
C 0.70 0.21 0.73
H -1.69 0.72 -0.88
H -0.91 0.22 1.92
H -0.21 -1.49 1.47
H 1.28 0.60 1.67
S -1.89 -0.59 -0.33
Cl 0.30 1.78 -0.21
Cl 1.54 -1.12 -0.36
*
```

Atomic partial charges in e from the Mulliken method, atoms 1 to 4: number 1, C, carries -0.67; number 2, C, carries -0.01; number 3, H, carries 0.18; number 4, H, carries 0.30

***

Density functional theory data (wB97M-V/def2-TZVPD) for the molecule C2H4Cl3OP.

Output
Orbital gap (eV): 11.72
SMILES string: C[C@H](Cl)P(=O)(Cl)Cl
HOMO level (eV): -11.20

```
! RIJCOSX wB97M-V def2-TZVPD def2/J DEFGRID3
* xyz 0 1
C -0.12 -1.47 0.30
C 0.01 -0.23 -0.64
O 1.02 1.50 1.39
P 0.10 1.38 0.28
Cl 1.67 -0.27 -1.49
Cl -1.79 1.72 0.94
Cl 0.28 2.83 -1.10
H 0.57 -1.66 1.07
H -0.11 -2.35 -0.31
H -1.00 -1.29 1.02
H -0.63 -0.15 -1.45
*
```

Atomic partial charges in e from the Mulliken method, atoms 1 to 4: number 1, C, carries -1.11; number 2, C, carries -0.09; number 3, O, carries -0.53; number 4, P, carries 0.85

***

Density functional theory data (wB97M-V/def2-TZVPD) for a 2-piece molecular cluster, C2H4ClF overall.

Output
Orbital gap (eV): 10.57
SMILES string: C=CF.Cl
HOMO level (eV): -9.91

```
! RIJCOSX wB97M-V def2-TZVPD def2/J DEFGRID3
* xyz 0 1
C 0.22 0.32 -0.82
C 0.88 -0.24 0.18
H -0.83 0.58 -0.82
H 0.35 -0.48 1.10
H 1.94 -0.48 0.11
H -1.39 0.06 1.64
F 0.82 0.63 -1.98
Cl -1.99 -0.38 0.58
*
```

Atomic partial charges in e from the Mulliken method, atoms 1 to 4: number 1, C, carries 0.28; number 2, C, carries -0.55; number 3, H, carries 0.32; number 4, H, carries -0.06

***

Density functional theory data (wB97M-V/def2-TZVPD) for the molecule C2H4ClFN2.

Output
Orbital gap (eV): 9.63
SMILES string: N/N=C\[C@H](F)Cl
HOMO level (eV): -8.96

```
! RIJCOSX wB97M-V def2-TZVPD def2/J DEFGRID3
* xyz 0 1
C -0.02 -0.67 0.73
C 0.92 0.30 0.43
H -2.01 -0.03 -1.46
H -0.82 0.92 -0.92
H 0.23 -1.38 1.63
H 1.41 0.68 1.28
N -1.15 -0.09 -1.08
N -1.14 -0.82 -0.03
F 0.34 1.47 0.01
Cl 2.25 -0.37 -0.59
*
```

Atomic partial charges in e from the Mulliken method, atoms 1 to 4: number 1, C, carries -0.12; number 2, C, carries 0.21; number 3, H, carries 0.25; number 4, H, carries 0.25

***

Energy relative to the best compared isomer or geometry (same formula, charge and spin) for every record listed, in sequence, given in eV: 2.630, 1.623, 0.497, 4.004, 1.330, 3.987, 1.717, 2.212, 1.752, 0.000, 4.028, 1.691, 1.335, 1.153, 1.827, 3.485, 1.340, 0.000, 1.780, 2.628.
E for every record listed, in sequence, given in hartree: -3276.53498, -2827.67320, -2827.71458, -2827.58571, -2707.31018, -2707.21254, -2707.29596, -2891.85796, -3201.25453, -906.27937, -1108.34745, -1108.43332, -1547.38862, -1439.08642, -1472.31257, -1472.25162, -1397.12412, -1875.84924, -638.59812, -748.07821.